Entry 1:
Formula: C24H24HgN2P
Source: the OMol25 dataset
Level of theory: ωB97M-V/def2-TZVPD

Output
* ⟨S²⟩: 0.796
* spin multiplicity: 2
* orbital gap (spin up / spin down): 7.7 / 7.3 eV
* total charge: 0

Last column: Löwdin spin population.
CARTESIAN COORDINATES (ANGSTROEM)
1 Hg -0.1544 0.9753 2.1393  0.01
2 C -2.7598 -1.4924 -3.2348  0.00
3 C -2.8772 -2.8232 -2.5613  0.00
4 C -3.7619 -3.7838 -3.0275  0.00
5 C -3.8589 -5.0211 -2.4163  0.00
6 C -3.0782 -5.3080 -1.3114  0.00
7 C -2.2035 -4.3547 -0.8224  0.00
8 C -2.0875 -3.1170 -1.4455  0.00
9 P -0.9398 -1.8150 -0.8369  0.02
10 C -0.8956 -2.3453 0.9332  0.01
11 C -2.0372 -1.8818 1.5936  0.00
12 C -2.2430 -2.1140 2.9394  0.00
13 C -1.2760 -2.7961 3.6595  0.00
14 C -0.1530 -3.2745 3.0104  0.00
15 C 0.0518 -3.0830 1.6459  0.00
16 C 1.2540 -3.7008 1.0004  0.00
17 C 0.5997 -2.3441 -1.6658  0.13
18 C 0.6374 -3.4184 -2.5417  -0.01
19 C 1.8042 -3.7807 -3.1970  0.16
20 C 2.9848 -3.0684 -2.9699  -0.01
21 C 2.9665 -1.9647 -2.1638  0.13
22 C 1.7679 -1.5156 -1.5316  0.05
23 C 1.7425 -0.3140 -0.8686  0.45
24 H -3.4289 -1.4329 -4.0893  0.00
25 H -1.7368 -1.3300 -3.5736  0.00
26 H -3.0062 -0.6924 -2.5373  0.00
27 H -4.3808 -3.5585 -3.8844  0.00
28 H -4.5396 -5.7640 -2.8049  0.00
29 H -3.1435 -6.2728 -0.8304  0.00
30 H -1.6073 -4.5767 0.0515  0.00
31 H -2.7741 -1.3315 1.0213  0.00
32 H -3.1432 -1.7635 3.4223  0.00
33 H -1.3994 -2.9594 4.7207  0.00
34 H 0.5860 -3.8308 3.5721  0.00
35 H 1.7309 -4.4014 1.6828  0.00
36 H 1.9801 -2.9389 0.7215  0.00
37 H 0.9690 -4.2388 0.0983  0.00
38 H -0.2550 -4.0050 -2.7069  0.00
39 H 1.7997 -4.6158 -3.8791  0.01
40 H 3.9050 -3.3883 -3.4393  0.00
41 H 3.8623 -1.3806 -2.0169  0.00
42 H 0.8213 0.0986 -0.4941  0.03
43 H 2.6408 0.2708 -0.7724  0.03
44 N -1.4998 3.9615 -1.4478  0.00
45 C -2.6585 3.2455 -1.5480  0.00
46 C -2.3732 2.0105 -1.0460  0.00
47 N -1.0758 1.9617 -0.6425  0.00
48 C -0.5778 3.1412 -0.8948  0.00
49 H -1.3726 4.9237 -1.7199  0.00
50 H -3.5564 3.6693 -1.9506  0.00
51 H -3.0133 1.1581 -0.9505  0.00
52 H 0.4359 3.4372 -0.7016  0.00

---

Entry 2:
Formula: C24H24IN3Sn
Source: the OMol25 dataset
Level of theory: ωB97M-V/def2-TZVPD

Output
* spin multiplicity: 1
* orbital gap (spin up / spin down): 5.9 / 4.4 eV
* total charge: 0

Last column: Löwdin charge in e.
CARTESIAN COORDINATES (ANGSTROEM)
1 C 0.3259 3.8977 0.7876  -0.19
2 C 0.7411 4.0723 -0.6222  -0.18
3 H -0.6663 4.3430 0.9707  0.07
4 H 1.0451 4.3796 1.4718  0.07
5 H 0.2482 2.8308 1.0245  0.05
6 H 0.0743 3.5029 -1.2660  0.06
7 H 0.6860 5.1151 -0.9161  0.07
8 H 1.7424 3.6909 -0.8401  0.05
9 C -3.1522 -0.4915 1.3690  -0.15
10 C -3.5745 -1.5590 2.1511  -0.07
11 C -3.7187 -2.8290 1.5612  -0.06
12 C -3.3016 -3.0171 0.2416  -0.01
13 H -3.0127 0.5094 1.7767  0.11
14 H -3.8086 -1.3981 3.2058  0.11
15 H -4.1404 -3.6626 2.1363  0.11
16 H -3.3278 -3.9813 -0.2568  0.11
17 N -2.9153 -0.6678 0.0496  -0.18
18 C -2.8443 -1.9223 -0.4973  -0.26
19 C -2.2213 -1.9163 -1.7988  -0.25
20 N -1.7968 -0.6650 -2.1686  -0.15
21 C -0.9168 -0.5315 -3.1876  -0.14
22 C -1.2496 -2.8425 -3.8041  -0.06
23 C -0.6377 -1.5966 -4.0413  -0.07
24 H -0.4528 0.4463 -3.3231  0.11
25 H 0.0196 -1.4440 -4.8980  0.11
26 C -1.9956 -3.0117 -2.6411  -0.01
27 H -2.4540 -3.9577 -2.3607  0.11
28 H -1.1333 -3.6643 -4.5214  0.11
29 Sn -3.0794 0.9316 -1.3606  0.94
30 I -5.7633 2.5208 -2.5193  -0.45
31 C 0.7682 -1.1263 4.4608  -0.08
32 C 0.0705 -1.7948 3.4427  -0.09
33 C 0.3105 -1.4748 2.1168  -0.02
34 C 1.2614 -0.4712 1.7473  -0.27
35 C 1.9915 0.1568 2.8035  -0.01
36 C 1.7151 -0.1486 4.1309  -0.08
37 N 1.3790 -0.1870 0.4363  0.15
38 C 2.3652 0.4443 -0.2491  -0.27
39 C 3.0179 1.6370 0.1725  -0.05
40 C 4.0446 2.2015 -0.5818  -0.09
41 C 4.4452 1.6062 -1.7830  -0.08
42 C 3.7680 0.4675 -2.2616  -0.09
43 C 2.7230 -0.0749 -1.5342  -0.02
44 H 0.5755 -1.3670 5.5069  0.10
45 H -0.6577 -2.5656 3.6853  0.10
46 H -0.2166 -1.9783 1.3032  0.11
47 H 2.7640 0.8748 2.5520  0.09
48 H 2.2595 0.3780 4.9170  0.11
49 H 2.6769 2.1188 1.0918  0.09
50 H 4.5369 3.1055 -0.2234  0.11
51 H 5.2618 2.0426 -2.3578  0.10
52 H 4.0657 0.0052 -3.2032  0.10
53 H 2.1546 -0.9317 -1.8958  0.10

---

Entry 3:
Formula: C24H24N2O4
Source: the OMol25 dataset
Level of theory: ωB97M-V/def2-TZVPD

Output
* spin multiplicity: 1
* structure (SMILES): O=C(COc1ccc2c3c(c(=O)oc2c1)CCC3)N1CCN(c2ccccc2)CC1
* orbital gap: 8.4 eV
* total charge: 0
* energy relative to the best compared isomer or geometry (same formula, charge and spin): 25.8 kcal/mol

Last column: Löwdin charge in e.
CARTESIAN COORDINATES (ANGSTROEM)
1 O -0.6381 -2.7085 1.8771  0.06
2 C -0.8275 -2.3404 0.7324  -0.46
3 N -1.5113 -1.2211 0.4328  -0.04
4 C -1.9764 -0.7894 -0.8636  -0.11
5 H -1.6290 -1.4586 -1.6470  0.12
6 C -3.5119 -0.7284 -0.8842  -0.15
7 N -3.9633 0.1426 0.1732  -0.11
8 C -5.1639 0.8386 0.0576  -0.23
9 C -6.1058 0.5536 -0.9323  -0.03
10 C -7.2557 1.3124 -1.0528  -0.09
11 C -7.5022 2.3641 -0.1894  -0.11
12 C -6.5759 2.6547 0.7990  -0.09
13 C -5.4213 1.9094 0.9196  -0.03
14 H -4.7002 2.1716 1.6790  0.11
15 H -6.7495 3.4777 1.4770  0.10
16 H -8.4029 2.9510 -0.2844  0.10
17 H -7.9703 1.0688 -1.8258  0.10
18 H -5.9568 -0.2752 -1.6073  0.10
19 C -3.5320 -0.3419 1.4677  -0.13
20 H -3.9070 0.3053 2.2579  0.12
21 C -2.0061 -0.3825 1.5078  -0.10
22 H -1.6527 -0.7997 2.4514  0.13
23 H -1.6051 0.6277 1.3747  0.14
24 H -3.9178 -1.3602 1.6440  0.14
25 H -3.8219 -0.3231 -1.8479  0.12
26 H -3.9154 -1.7496 -0.7757  0.13
27 H -1.5807 0.2151 -1.0564  0.14
28 C -0.2544 -3.1675 -0.4278  -0.08
29 H -1.0569 -3.7544 -0.8861  0.14
30 O 0.3202 -2.4346 -1.4898  -0.06
31 C 1.3698 -1.6110 -1.2364  -0.25
32 C 1.9652 -1.4401 0.0018  0.09
33 C 3.0288 -0.5489 0.1337  -0.16
34 C 3.5034 0.1777 -0.9737  -0.10
35 C 2.8904 -0.0214 -2.2171  0.00
36 C 1.8444 -0.8962 -2.3482  0.00
37 H 1.3640 -1.0574 -3.2998  0.12
38 H 3.2519 0.5245 -3.0744  0.12
39 C 4.5864 1.0731 -0.7220  -0.11
40 C 5.1147 1.1826 0.5202  -0.09
41 C 4.6224 0.4205 1.6440  -0.39
42 O 5.0371 0.4584 2.7756  0.13
43 O 3.5666 -0.4210 1.3651  0.14
44 C 6.2522 2.1548 0.5628  -0.11
45 H 7.1965 1.6122 0.6532  0.12
46 H 6.1791 2.8267 1.4172  0.12
47 C 6.1373 2.8838 -0.7882  -0.16
48 H 5.6134 3.8298 -0.6478  0.11
49 H 7.1124 3.1003 -1.2194  0.11
50 C 5.2978 1.9635 -1.6944  -0.12
51 H 5.9311 1.3560 -2.3465  0.13
52 H 4.6071 2.5225 -2.3257  0.12
53 H 1.6401 -1.9666 0.8835  0.13
54 H 0.4738 -3.8608 0.0101  0.14

---

no.,E (Eh)
1,-1533.19800
2,-1605.13237
3,-1339.45330